Model A:
Formula: C7H13NO
Source: the OMol25 dataset
Level of theory: ωB97M-V/def2-TZVPD

ORCA input file:
```
! RIJCOSX wB97M-V def2-TZVPD def2/J DEFGRID3
* xyz 0 1
C 1.1080 0.2162 -1.7506
C 0.6540 0.0774 -0.4918
N 1.5083 -0.4481 0.4790
C 1.9566 -1.8341 0.4474
C -0.7479 0.5343 -0.0318
C -1.4237 -0.5500 0.8304
C -0.6374 1.8430 0.7642
C -1.6963 0.7273 -1.2224
O -2.4901 1.6576 -1.3469
H 2.1212 -0.0832 -2.0055
H 0.5341 0.6670 -2.5520
H 1.2355 -0.1827 1.4247
H 1.2850 -2.4511 1.0534
H 1.9781 -2.2420 -0.5679
H 2.9624 -1.9031 0.8706
H -0.9021 -0.7062 1.7810
H -1.4568 -1.5118 0.3037
H -2.4586 -0.2772 1.0692
H -0.1328 2.6210 0.1790
H -0.0741 1.7052 1.6940
H -1.6253 2.2319 1.0370
H -1.6981 -0.0915 -1.9645
*
```

Results
SMILES: C=C(NC)C(C)(C)C=O
HOMO energy, eV: -8.401
LUMO energy, eV: 0.76

Atom charges from the natural (NBO) analysis, given in e for atoms 1 to 8: C -0.476; C 0.213; N -0.644; C -0.401; C -0.223; C -0.602; C -0.601; C 0.457

---

Model B:
Formula: C7H13NO
Source: the OMol25 dataset
Level of theory: ωB97M-V/def2-TZVPD

ORCA input file:
```
! RIJCOSX wB97M-V def2-TZVPD def2/J DEFGRID3
* xyz 0 1
C 0.1378 1.9559 1.0706
C -1.8407 0.2981 1.8552
C -0.9620 1.1588 1.0401
C -0.8258 2.1619 -0.0937
H 0.8497 2.3356 1.7941
H 0.3002 0.6245 0.8015
H -1.4487 3.0499 0.0678
H -2.1439 -0.5881 1.2971
H -1.3716 -0.0068 2.7932
H -2.7407 0.8770 2.0836
C 1.9571 -1.6130 -0.9289
C 0.7818 -0.7108 -1.1829
N 1.1007 0.5536 -1.6902
C -0.5025 -1.0876 -1.0460
O -0.9709 -2.2998 -0.5720
H -0.2351 -2.9064 -0.4341
H 0.3642 1.2652 -1.5228
H 2.0205 0.8814 -1.4333
H -1.3121 -0.4202 -1.2999
H 2.5897 -1.2093 -0.1314
H 2.5723 -1.6927 -1.8283
H 1.6797 -2.6276 -0.6397
*
```

Results
HOMO energy, eV: -6.706
LUMO energy, eV: 0.55

Atom charges from the Löwdin analysis, given in e for atoms 1 to 8: C -0.085; C -0.015; C -0.341; C -0.108; H 0.119; H 0.207; H 0.033; H 0.078

---

Model C:
Formula: C7H13NO
Source: the OMol25 dataset
Level of theory: ωB97M-V/def2-TZVPD

ORCA input file:
```
! RIJCOSX wB97M-V def2-TZVPD def2/J DEFGRID3
* xyz 0 1
C 0.1637 1.2508 -1.6636
C -0.0876 0.0234 -0.8229
C -1.1753 -0.8620 -1.4001
C 0.9056 -0.4967 0.0194
C 2.3722 -0.1836 -0.0201
N 0.4253 -1.2072 1.0558
C -0.6930 -0.5607 1.4218
C -0.7996 0.8491 1.9305
O -1.6995 -1.3212 1.9134
H -0.7722 1.7972 -1.8187
H 0.5518 0.9891 -2.6561
H 0.8723 1.9419 -1.2033
H -2.1637 -0.4121 -1.2647
H -1.0190 -0.9977 -2.4778
H -1.1933 -1.8567 -0.9536
H 2.8223 -0.5419 -0.9495
H 2.5718 0.8881 0.0675
H 2.8870 -0.6555 0.8199
H -1.6492 1.3498 1.4629
H -0.9730 0.8338 3.0116
H 0.1056 1.4215 1.7372
H -1.4522 -2.2498 1.7904
*
```

Results
SMILES: CC(C)=C(C)/N=C(\C)O
HOMO energy, eV: -7.537
LUMO energy, eV: 0.87

Atom charges from the natural (NBO) analysis, given in e for atoms 1 to 8: C -0.650; C -0.073; C -0.634; C 0.210; C -0.669; N -0.570; C 0.623; C -0.684

---

Model D:
Formula: C7H13NO
Source: the OMol25 dataset
Level of theory: ωB97M-V/def2-TZVPD

ORCA input file:
```
! RIJCOSX wB97M-V def2-TZVPD def2/J DEFGRID3
* xyz 0 1
C 1.2066 0.7418 -1.5562
C 0.4337 0.4714 -0.4859
C 0.1190 1.0951 0.7457
C 0.9913 2.0182 1.5335
C -0.9114 0.2753 1.2808
O -2.2376 0.3794 0.9789
N -0.3330 -0.7976 -0.3411
C -1.2230 -1.1660 -1.4429
C 0.5102 -1.9158 0.0920
H 1.3761 0.0065 -2.3303
H 1.6958 1.6995 -1.6524
H 2.0434 1.8822 1.2645
H 0.7571 3.0795 1.3849
H 0.8911 1.8207 2.6051
H -0.8393 -0.1897 2.2699
H -2.2912 0.9543 0.1975
H -1.7510 -0.2808 -1.7899
H -0.6726 -1.5916 -2.2879
H -1.9437 -1.9026 -1.0836
H -0.1193 -2.7636 0.3663
H 1.0965 -1.5994 0.9534
H 1.2012 -2.2167 -0.7024
*
```

Results
SMILES: C=C(/C(C)=C\O)N(C)C
HOMO energy, eV: -6.497
LUMO energy, eV: 0.82

Atom charges from the natural (NBO) analysis, given in e for atoms 1 to 8: C -0.598; C 0.179; C -0.367; C -0.613; C 0.387; O -0.671; N -0.397; C -0.412

---

Which is the most stable structure? model A is the most stable.

---

Model A:
Formula: H2N3O2S
Source: the OMol25 dataset
Level of theory: ωB97M-V/def2-TZVPD

ORCA input file:
```
! RIJCOSX wB97M-V def2-TZVPD def2/J DEFGRID3
* xyz -1 1
N -1.5808 0.2387 0.2145
N 0.3047 0.7483 -0.1496
N 1.0959 -0.2894 0.0305
O 0.4717 1.9316 0.0150
O 2.2620 -0.0046 -0.0305
S 0.5075 -1.8298 -0.0456
H -1.6931 -0.6167 0.7125
H -1.3678 -0.1782 -0.7468
*
```

Results
HOMO energy (alpha / beta), eV: -3.388 / -3.395
LUMO energy (alpha / beta), eV: 3.82 / 3.82

Taken from the natural (NBO) analysis, the atomic charges in e are: N -0.818; N 0.285; N 0.113; O -0.435; O -0.477; S -0.333; H 0.326; H 0.339

---

Model B:
Formula: H2N3O2S
Source: the OMol25 dataset
Level of theory: ωB97M-V/def2-TZVPD

ORCA input file:
```
! RIJCOSX wB97M-V def2-TZVPD def2/J DEFGRID3
* xyz -1 1
N 1.3047 -0.1555 0.1436
N 0.2050 0.4607 -0.4332
O 0.1296 2.1077 -0.2400
N -0.9861 -0.0790 -0.1825
O -2.0404 0.5905 -0.3539
S -1.0605 -1.6979 -0.0960
H 1.2724 -1.1721 -0.0808
H 1.1753 -0.0544 1.2426
*
```

Results
SMILES: NN([O-])[N+]([O-])=S
HOMO energy, eV: -3.948
LUMO energy, eV: 3.79

Taken from the natural (NBO) analysis, the atomic charges in e are: N -0.657; N 0.118; O -0.673; N 0.142; O -0.398; S -0.242; H 0.374; H 0.336

---

Which is the most stable structure? model B is the most stable.

---

Model A:
Formula: H2N3O2S
Source: the OMol25 dataset
Level of theory: ωB97M-V/def2-TZVPD

ORCA input file:
```
! RIJCOSX wB97M-V def2-TZVPD def2/J DEFGRID3
* xyz -1 1
N 1.1344 0.0831 0.2729
N 0.0263 -0.6734 -0.1146
N -1.0043 -0.4204 0.5942
O 0.2132 -1.6100 -0.9298
O -2.0949 -1.0152 0.3929
S -0.8863 2.5140 -0.2285
H 1.8072 0.0950 -0.4861
H 0.8044 1.0269 0.4989
*
```

Results
HOMO energy (alpha / beta), eV: -3.258 / -3.252
LUMO energy (alpha / beta), eV: 1.44 / 1.40

Taken from the natural (NBO) analysis, the atomic charges in e are: N -0.678; N 0.326; N 0.080; O -0.557; O -0.526; S -0.400; H 0.361; H 0.393

---

Model B:
Formula: H2N3O2S
Source: the OMol25 dataset
Level of theory: ωB97M-V/def2-TZVPD

ORCA input file:
```
! RIJCOSX wB97M-V def2-TZVPD def2/J DEFGRID3
* xyz -1 1
N -0.6867 0.2907 -1.4791
N -0.4785 -0.0695 -0.3090
N 0.2256 0.8290 0.4271
O -0.8712 -1.1616 0.1540
O 0.1881 0.5918 1.7511
S 2.1812 0.2367 -0.3930
H -1.1975 -0.4325 -2.0514
H 0.6389 -0.2846 1.9004
*
```

Results
HOMO energy, eV: -3.651
LUMO energy, eV: 3.78

Taken from the natural (NBO) analysis, the atomic charges in e are: N -0.485; N 0.405; N -0.058; O -0.550; O -0.552; S -0.545; H 0.325; H 0.461

---

Which is the most stable structure? model B is the most stable.

---

Model A:
Formula: C6H32NO10
Source: the OMol25 dataset
Level of theory: ωB97M-V/def2-TZVPD

ORCA input file:
```
! RIJCOSX wB97M-V def2-TZVPD def2/J DEFGRID3
* xyz -1 1
C -3.6087 1.0094 0.9792
C -2.2842 0.2556 0.8000
N -1.1377 1.1853 0.8047
C 0.0509 3.3267 -1.1451
C 0.6933 2.0576 -0.5292
C -0.2780 0.9008 -0.3492
C 0.5003 -0.4422 -0.2358
O 0.9472 -0.6237 1.0706
H -3.5581 1.8331 1.6938
H -4.4217 0.4484 1.4510
H -3.8797 1.4523 0.0281
H -2.1578 -0.4969 1.5817
H -2.4050 -0.2786 -0.1404
H -0.6592 1.1024 1.6833
H -0.7880 2.9502 -1.7339
H -0.4726 3.8359 -0.3344
H 0.6725 4.0358 -1.6368
H 1.5120 1.7537 -1.2119
H 1.3121 2.3111 0.3384
H -0.9082 0.9384 -1.2460
H -0.2345 -1.2287 -0.4924
H 1.3661 -0.4225 -0.9024
H 2.3174 1.2531 -2.3810
H 3.7510 1.3651 -1.7865
O 3.2186 0.9154 -2.4407
H 0.8428 -2.3644 1.5931
H 0.1791 -3.2448 2.6752
O 0.6241 -3.2917 1.8257
H -0.0601 -0.8725 2.3197
H 0.2933 -0.8269 3.7275
O -0.4960 -1.0801 3.2280
H 0.3602 -2.8682 -2.9216
H 1.3344 -1.7320 -3.0693
O 0.4844 -2.0367 -3.4061
H -2.6970 4.0798 0.7583
H -1.8004 3.1107 1.5839
O -2.1245 4.0215 1.5259
H 1.1948 -3.8163 -0.6588
H 2.1974 -3.6479 -1.6717
O 1.2824 -3.9877 -1.5984
H 3.0731 -1.4274 -0.6390
H 2.2313 -2.2147 0.3554
O 2.7889 -2.3221 -0.4311
H -2.4734 1.5151 4.0377
H -1.5849 0.3333 3.5764
O -1.9583 0.7742 4.3706
H 0.5807 -0.4958 -4.3560
H -0.2120 0.5011 -3.5368
O 0.4372 0.4612 -4.2393
*
```

Results
HOMO energy, eV: -5.307
LUMO energy, eV: 2.92

Atom charges from the natural (NBO) analysis, given in e for atoms 1 to 8: C -0.622; C -0.237; N -0.680; C -0.627; C -0.367; C -0.067; C -0.059; O -0.998

---

Model B:
Formula: C6H32NO10
Source: the OMol25 dataset
Level of theory: ωB97M-V/def2-TZVPD

ORCA input file:
```
! RIJCOSX wB97M-V def2-TZVPD def2/J DEFGRID3
* xyz -1 1
C -0.3414 -2.8909 0.0287
C -1.8296 -3.3579 -0.2027
C -0.3025 -1.3555 0.2966
N 0.5489 -0.7605 -0.7882
C -0.2117 -0.4482 -2.0672
C 1.1998 0.4275 -0.3450
C 2.4332 0.7499 -1.2759
O 2.0002 1.4207 -2.4628
H -0.0103 -3.3944 0.8691
H 0.3369 -3.2176 -0.8906
H -2.2129 -2.9050 -1.2294
H -1.8134 -4.4150 -0.2163
H -2.3938 -3.1319 0.6731
H 0.0961 -1.0911 1.2530
H -1.3058 -0.8845 0.2265
H -0.1152 -1.3773 -2.7124
H 0.4508 0.2677 -2.7285
H -1.1521 0.0892 -2.0863
H 1.6443 0.0158 0.6649
H 0.4979 1.3698 -0.1909
H 2.7962 -0.1793 -1.6345
H 3.2160 1.2456 -0.7715
H -2.5790 -0.5299 -2.2097
H -3.4013 0.2407 -1.1429
O -3.4515 -0.2785 -2.0359
H -0.8132 2.3189 1.1597
H 0.1818 2.1596 2.3402
O -0.7860 2.0491 2.1715
H 1.2891 3.4995 -1.0151
H 1.2941 2.1954 -2.2343
O 0.6358 3.5422 -1.7243
H 2.1146 -2.0128 1.1880
H 3.4651 -1.6525 1.8319
O 2.4645 -1.5324 2.0146
H -2.8134 0.9228 0.7879
H -2.2259 1.9471 -0.1521
O -3.1645 1.2793 -0.0717
H -0.2663 3.0875 -1.3811
H -1.5112 3.4614 -0.0167
O -1.0262 2.6544 -0.2046
H 1.2002 0.8932 3.5638
H 2.1926 -0.0067 3.2806
O 2.0252 0.5483 3.8379
H -1.3471 0.4991 2.0587
H -2.6689 0.0273 2.9704
O -2.2019 -0.1526 2.1056
H 1.8899 -2.1596 -0.6959
H 2.1382 -3.7147 -0.7555
O 2.5416 -2.9048 -0.3670
*
```

Results
HOMO energy, eV: -6.038
LUMO energy, eV: 2.75

Atom charges from the natural (NBO) analysis, given in e for atoms 1 to 8: C -0.390; C -0.605; C -0.254; N -0.507; C -0.494; C -0.290; C -0.075; O -0.799

---

Model C:
Formula: C6H32NO10
Source: the OMol25 dataset
Level of theory: ωB97M-V/def2-TZVPD

ORCA input file:
```
! RIJCOSX wB97M-V def2-TZVPD def2/J DEFGRID3
* xyz -1 1
C -1.2501 0.4077 1.6453
O -1.6168 -0.5359 2.6383
C -2.3610 0.9487 0.6658
C -1.7810 1.4336 -0.6776
C -2.8389 2.2625 -1.4823
C -1.1683 0.2934 -1.4646
C -0.4716 0.7789 -2.7088
N -3.3657 -0.1377 0.6627
H -0.4652 0.0027 1.0077
H -0.8573 1.2930 2.1116
H -2.7710 1.8496 1.2647
H -1.0092 2.1408 -0.3069
H -2.2462 3.0030 -2.0925
H -3.5935 2.6665 -0.8108
H -3.1882 1.5404 -2.2058
H -0.5381 -0.3924 -0.9164
H -1.9217 -0.4690 -1.7148
H 0.5149 1.2301 -2.5522
H -0.2364 0.0455 -3.4804
H -0.9917 1.5258 -3.3242
H -3.1289 -0.8940 0.0141
H -4.2643 0.2845 0.4951
H 2.6801 -0.8291 -0.4606
H 3.5251 -2.0575 -0.9935
O 2.8137 -1.4789 -1.3034
H 3.9097 0.7554 0.9573
H 3.3935 1.7447 -0.1439
O 4.0604 1.6512 0.5463
H 1.3941 2.3598 0.5615
H 0.4551 3.3056 1.1277
O 1.1487 3.3011 0.4563
H 1.3072 -2.3446 0.4520
H 3.1055 -1.2950 1.5027
O 2.8239 -0.5553 0.9490
H -1.3290 -2.2505 2.0329
H -2.5220 -0.7814 2.3560
O -1.2975 -3.0808 1.5261
H 2.0696 1.8276 1.9934
H 1.7634 0.4323 1.6933
O 1.2779 1.2631 2.0266
H 2.9935 -0.4416 -2.6355
H 3.6351 0.9729 -2.3579
O 3.1753 0.4558 -3.0220
H 1.5566 -3.2638 -0.7334
H -0.4215 -3.4688 1.4527
O 1.1275 -3.2379 0.1267
H -3.0140 -2.8513 0.1581
H -1.7657 -2.6388 -0.5527
O -2.7204 -2.5606 -0.7207
*
```

Results
HOMO energy, eV: -6.615
LUMO energy, eV: 2.97

Atom charges from the natural (NBO) analysis, given in e for atoms 1 to 8: C -0.067; O -0.754; C -0.046; C -0.238; C -0.621; C -0.439; C -0.620; N -0.918

---

Which is the most stable structure? model C is the most stable.

---

Model A:
Formula: C5H8O3
Source: the OMol25 dataset
Level of theory: ωB97M-V/def2-TZVPD

ORCA input file:
```
! RIJCOSX wB97M-V def2-TZVPD def2/J DEFGRID3
* xyz 0 1
C 0.4252 0.1027 -0.9387
C 1.2640 -0.2865 -2.0955
C 0.3364 -0.3400 1.7120
C -1.0974 0.0690 0.5441
C -0.9049 1.4247 0.1455
O -0.6328 -0.6841 -0.5821
O 0.1297 1.3756 -0.7254
O -2.3033 -0.3444 1.0128
H -2.2138 -1.2440 1.3569
H -1.0189 2.3208 0.7237
H 0.6423 -0.4931 -2.9743
H 1.9511 0.5223 -2.3348
H 1.8214 -1.1933 -1.8626
H -0.2608 -0.3056 2.6266
H 0.7483 -1.3418 1.5974
H 1.1136 0.4176 1.7943
*
```

Results
HOMO energy (alpha / beta), eV: -7.249 / -6.997
LUMO energy (alpha / beta), eV: 0.77 / 0.56

Atom charges from the natural (NBO) analysis, given in e for atoms 1 to 8: C 0.565; C -0.684; C -0.760; C 0.499; C -0.077; O -0.501; O -0.369; O -0.671

---

Model B:
Formula: C5H8O3
Source: the OMol25 dataset
Level of theory: ωB97M-V/def2-TZVPD

ORCA input file:
```
! RIJCOSX wB97M-V def2-TZVPD def2/J DEFGRID3
* xyz 0 1
C 0.1513 0.1442 -0.6003
C -0.7838 0.5324 0.4761
C -0.5396 -0.5642 -1.7956
C -0.4712 1.3113 1.6778
C 1.3261 -0.7416 -0.0991
O 0.3437 1.4641 -0.7663
O 0.9006 -1.8868 0.4930
O 2.4789 -0.4187 -0.1808
H 1.7024 -2.4163 0.6596
H -1.7733 0.0823 0.4651
H -1.2917 0.0998 -2.2244
H 0.2197 -0.7577 -2.5529
H -1.0159 -1.4936 -1.4761
H -0.7121 0.7562 2.5884
H -1.0966 2.2156 1.6773
H 0.5615 1.6732 1.6581
*
```

Results
HOMO energy (alpha / beta), eV: -9.566 / -9.560
LUMO energy (alpha / beta), eV: -0.36 / -0.36

Atom charges from the natural (NBO) analysis, given in e for atoms 1 to 8: C 0.072; C 0.184; C -0.624; C -0.688; C 0.754; O -0.530; O -0.697; O -0.568

---

Model C:
Formula: C5H8O3
Source: the OMol25 dataset
Level of theory: ωB97M-V/def2-TZVPD

ORCA input file:
```
! RIJCOSX wB97M-V def2-TZVPD def2/J DEFGRID3
* xyz 0 1
C -1.6421 0.7247 0.0606
C -0.6559 1.6206 -0.1886
O 0.6577 1.5718 -0.5120
C 1.5310 0.7686 0.2870
O 1.7665 -0.4835 -0.2316
C 0.7489 -1.3702 0.1276
C -0.6026 -1.2834 -0.5632
O -1.6348 -0.6546 0.2163
H -2.6122 1.2197 0.4459
H -0.9857 2.7098 -0.1569
H 1.0337 0.6497 1.2886
H 2.4587 1.4352 0.3489
H 0.5699 -1.2096 1.1768
H 1.0756 -2.3896 -0.1858
H -1.0641 -2.3049 -0.4592
H -0.6446 -1.0044 -1.6546
*
```

Results
SMILES: C1=C\OCOCCO/1
HOMO energy, eV: -8.660
LUMO energy, eV: 0.91

Atom charges from the natural (NBO) analysis, given in e for atoms 1 to 8: C 0.027; C 0.018; O -0.535; C 0.217; O -0.509; C -0.113; C -0.122; O -0.511

---

Which is the most stable structure? model B is the most stable.